No. 1
{
  "formula": "C23H39F5NSSeSi5Sn",
  "method": "ωB97M-V/def2-TZVPD",
  "homo_ev": -4.3,
  "lumo_energy_ev": 2.51,
  "charge": -1,
  "spin_multiplicity": 1,
  "homo_lumo_gap_ev": 6.9,
  "molar_mass_g_mol": 794.7,
  "largest_force_ev_per_a": 0.11,
  "symbols": ["Sn", "C", "Si", "C", "C", "C", "C", "C", "C", "N", "C", "S", "H", "H", "H", "H", "H", "H", "H", "H", "H", "H", "H", "H", "C", "Si", "C", "C", "Si", "Si", "C", "C", "C", "Si", "C", "C", "C", "H", "H", "H", "H", "H", "H", "H", "H", "H", "H", "H", "H", "H", "H", "H", "H", "H", "H", "H", "H", "H", "H", "H", "H", "H", "H", "H", "F", "C", "C", "F", "C", "F", "C", "Se", "C", "F", "C", "F"],
  "coordinates": [[-1.3626, 0.7582, 2.0053], [4.8676, 4.4238, 1.8946], [3.3390, 4.0402, 0.8681], [3.8569, 3.7325, -0.9093], [2.2315, 5.5409, 0.9269], [2.6318, 2.4128, 1.5102], [3.5464, 1.4068, 1.7829], [3.1533, 0.1362, 2.2028], [1.8056, -0.1125, 2.3024], [0.9019, 0.8260, 2.0106], [1.2621, 2.0827, 1.6555], [-0.0674, 3.1467, 1.4061], [5.3507, 5.3324, 1.5261], [5.6069, 3.6211, 1.8650], [4.5953, 4.5881, 2.9394], [4.3517, 4.6084, -1.3368], [2.9822, 3.5032, -1.5228], [4.5417, 2.8843, -0.9811], [2.8194, 6.4119, 0.6191], [1.8433, 5.7186, 1.9301], [1.3768, 5.4399, 0.2594], [4.6082, 1.6097, 1.6770], [3.8714, -0.6367, 2.4356], [1.4061, -1.0646, 2.6205], [-0.6445, -2.7063, -2.6952], [-0.9419, -2.2057, -0.8961], [0.6319, -2.6846, 0.0094], [-2.3943, -3.2287, -0.2827], [-1.3979, 0.0748, -0.5876], [-3.6490, 0.4476, -1.0728], [-4.1987, -0.2153, -2.7527], [-3.9833, 2.3043, -1.0593], [-4.7365, -0.3458, 0.2426], [-0.0513, 1.1883, -2.1512], [1.7273, 0.5942, -1.9431], [-0.0457, 3.0696, -2.0877], [-0.5975, 0.8032, -3.9205], [-0.4336, -3.7802, -2.7264], [0.2100, -2.1870, -3.1331], [-1.5179, -2.5167, -3.3238], [0.8346, -3.7548, -0.0994], [0.5537, -2.4494, 1.0699], [1.4867, -2.1354, -0.3965], [-2.1487, -4.2958, -0.2660], [-3.2647, -3.0908, -0.9300], [-2.6727, -2.9251, 0.7275], [-3.6591, 0.2740, -3.5662], [-5.2689, -0.0447, -2.9038], [-4.0150, -1.2897, -2.8315], [-3.4630, 2.8017, -1.8806], [-3.6370, 2.7603, -0.1282], [-5.0530, 2.5091, -1.1611], [-4.7002, -1.4357, 0.1855], [-5.7769, -0.0312, 0.1147], [-4.4209, -0.0680, 1.2509], [2.1236, 0.8917, -0.9679], [2.3725, 1.0219, -2.7169], [1.7969, -0.4947, -2.0096], [0.3530, 3.4418, -1.1453], [-1.0539, 3.4744, -2.2024], [0.5647, 3.4513, -2.9133], [-0.6515, -0.2613, -4.1397], [0.1080, 1.2623, -4.6208], [-1.5825, 1.2353, -4.1140], [0.1922, -7.6238, 2.3506], [-0.1547, -6.3516, 2.5955], [-1.4745, -5.9536, 2.5048], [-2.4098, -6.8525, 2.1704], [-1.8183, -4.6377, 2.7598], [-3.1180, -4.3280, 2.6687], [-0.8822, -3.6636, 3.0975], [-1.3888, -1.8550, 3.4471], [0.4304, -4.1134, 3.1998], [1.4154, -3.2672, 3.5381], [0.8016, -5.4220, 2.9523], [2.0837, -5.8014, 3.0528]],
  "forces_ev_per_angstrom": [[-0.1, 0.0, 0.0], [0.0, 0.0, 0.0], [0.0, -0.1, -0.1], [0.0, 0.0, 0.0], [0.0, 0.0, 0.0], [0.0, 0.1, 0.0], [0.0, 0.0, 0.1], [0.0, 0.0, 0.0], [0.0, 0.0, -0.1], [0.0, -0.1, 0.1], [0.0, 0.0, 0.0], [0.0, 0.0, 0.1], [0.0, 0.0, 0.0], [0.0, 0.0, 0.0], [0.0, 0.0, 0.0], [0.0, 0.0, 0.0], [0.0, 0.0, 0.0], [0.0, 0.0, 0.0], [0.0, 0.0, 0.0], [0.0, 0.0, 0.0], [0.0, 0.0, 0.0], [0.0, 0.0, 0.0], [0.0, 0.0, 0.0], [0.0, -0.1, 0.0], [-0.1, 0.0, 0.0], [-0.1, 0.0, 0.0], [0.1, 0.0, 0.0], [0.1, 0.0, 0.0], [0.1, 0.0, 0.1], [0.0, 0.0, -0.1], [0.0, 0.0, 0.0], [0.0, 0.0, 0.0], [0.0, 0.0, 0.0], [0.0, 0.1, 0.0], [0.0, 0.0, 0.0], [0.0, 0.0, -0.1], [0.0, 0.0, 0.0], [0.0, 0.0, 0.0], [0.0, 0.0, 0.0], [0.0, 0.0, 0.0], [0.0, 0.0, 0.0], [0.0, 0.0, 0.0], [0.0, 0.0, 0.0], [0.0, 0.0, 0.0], [0.0, 0.0, 0.0], [0.0, 0.0, 0.0], [0.0, 0.0, 0.0], [0.0, 0.0, 0.0], [0.0, 0.0, 0.0], [0.0, 0.0, 0.0], [0.0, 0.0, 0.0], [0.0, 0.0, 0.0], [0.0, 0.0, 0.0], [0.0, 0.0, 0.0], [0.0, 0.0, 0.0], [0.0, 0.0, 0.0], [0.0, 0.0, 0.0], [0.0, 0.0, 0.0], [0.0, 0.0, 0.0], [0.0, 0.0, 0.0], [0.0, 0.0, 0.0], [0.0, -0.1, 0.0], [0.0, 0.0, 0.0], [0.0, 0.0, 0.0], [0.0, 0.0, 0.0], [0.0, 0.0, 0.0], [0.0, 0.0, 0.0], [-0.1, 0.0, 0.0], [0.0, 0.0, 0.0], [0.0, 0.0, 0.0], [0.1, 0.0, 0.0], [0.0, 0.0, 0.0], [0.0, 0.0, -0.1], [0.1, 0.1, 0.0], [0.0, 0.0, 0.0], [0.0, 0.0, 0.0]]
}

No. 2
{
  "formula": "C23H39N2O11",
  "method": "ωB97M-V/def2-TZVPD",
  "homo_ev": -4.2,
  "lumo_energy_ev": 1.86,
  "charge": -1,
  "spin_multiplicity": 1,
  "homo_lumo_gap_ev": 6.1,
  "molar_mass_g_mol": 519.6,
  "largest_force_ev_per_a": 5.94,
  "symbols": ["C", "N", "C", "C", "N", "C", "C", "C", "O", "C", "O", "O", "H", "H", "H", "H", "H", "H", "H", "H", "H", "H", "H", "H", "H", "H", "H", "O", "C", "O", "C", "C", "C", "H", "H", "H", "H", "H", "H", "O", "C", "O", "C", "C", "C", "H", "H", "H", "H", "H", "H", "O", "C", "O", "C", "C", "C", "H", "H", "H", "H", "H", "H", "O", "C", "O", "C", "C", "C", "H", "H", "H", "H", "H", "H"],
  "coordinates": [[-0.0286, 2.5166, 3.8703], [1.4224, 2.7161, 4.1578], [1.9903, 1.5655, 4.9660], [2.3151, 0.3474, 3.9551], [3.7707, 0.3959, 3.6152], [3.8519, 0.6444, 2.1492], [5.3351, 0.5745, 1.5424], [5.3624, 1.1355, 0.0114], [4.0554, 1.4925, -0.4962], [1.7888, -1.0864, 4.4402], [0.9902, -1.2080, 5.4508], [2.1125, -2.2820, 3.7865], [-0.6437, 2.4882, 4.8314], [-0.2423, 1.5318, 3.2983], [-0.3620, 3.4241, 3.2435], [1.8952, 2.7745, 3.2427], [1.2038, 1.3218, 5.7530], [2.9436, 1.9077, 5.5106], [1.7344, 0.5909, 2.9842], [4.2760, -0.4519, 3.9024], [3.4267, 1.7025, 1.9748], [3.2129, -0.0981, 1.5402], [5.6868, -0.5256, 1.5883], [6.1125, 1.1829, 2.1159], [5.9931, 2.1029, -0.0328], [5.8850, 0.4075, -0.7118], [3.4554, 0.7213, -0.5584], [-2.3413, -0.0648, 2.9770], [-2.5600, -1.2444, 3.0538], [-3.1680, -1.9761, 2.0773], [-3.3666, -3.3156, 2.5461], [-2.3560, -3.5018, 3.6550], [-2.2522, -2.1094, 4.2395], [-4.3976, -3.4116, 2.9016], [-3.2084, -4.0193, 1.7264], [-2.6484, -4.2624, 4.3811], [-1.3901, -3.7938, 3.2313], [-3.0049, -1.9343, 5.0125], [-1.2495, -1.9084, 4.6223], [6.6263, 6.7435, -2.7128], [5.7084, 5.9634, -2.7395], [5.8479, 4.6193, -2.5904], [4.5768, 3.9845, -2.7844], [3.5508, 5.0610, -2.5211], [4.2650, 6.3130, -2.9848], [4.5288, 3.6064, -3.8104], [4.4745, 3.1456, -2.0933], [2.6010, 4.8838, -3.0284], [3.3517, 5.1285, -1.4469], [4.1188, 6.4937, -4.0525], [3.9681, 7.1849, -2.4023], [-1.4249, 0.1227, -3.0103], [-2.5115, -0.1778, -2.5884], [-3.6640, -0.0740, -3.3115], [-4.7762, -0.4088, -2.4757], [-4.1984, -1.2474, -1.3610], [-2.8107, -0.6711, -1.1992], [-5.2278, 0.5174, -2.1076], [-5.5201, -0.9588, -3.0559], [-4.7938, -1.2168, -0.4472], [-4.1266, -2.2920, -1.6825], [-2.7998, 0.1758, -0.5089], [-2.0945, -1.4311, -0.8886], [-4.1210, -5.3904, -2.8089], [-4.4327, -4.9033, -3.8639], [-5.5509, -5.2484, -4.5622], [-5.5580, -4.5589, -5.8176], [-4.6613, -3.3601, -5.6162], [-3.6422, -3.8735, -4.6248], [-5.1802, -5.2357, -6.5900], [-6.5790, -4.2684, -6.0716], [-4.2214, -2.9912, -6.5443], [-5.2319, -2.5423, -5.1646], [-2.8020, -4.3638, -5.1219], [-3.2904, -3.0805, -3.9649]],
  "forces_ev_per_angstrom": [[-0.2, 0.0, -0.5], [-0.4, -0.5, 0.4], [-0.3, 0.0, -0.4], [-0.5, 0.0, 0.8], [-0.5, -0.1, -1.3], [0.8, 0.4, -0.6], [0.0, -0.2, -0.3], [0.8, -0.2, 0.3], [0.4, -0.4, -0.1], [-1.2, -5.8, 0.4], [1.8, 1.9, -2.3], [-0.2, 5.8, 1.4], [0.9, 0.1, -1.2], [0.1, 1.5, 0.8], [0.3, -1.5, 0.9], [-0.2, -0.1, 0.8], [1.1, 0.0, -1.1], [-1.3, -0.6, -1.0], [0.7, -0.6, 1.6], [-0.7, 0.2, -0.5], [0.7, -1.7, 0.1], [0.8, 0.9, 0.9], [-0.6, 1.7, -0.2], [-1.3, -0.8, -0.4], [-1.2, -1.4, 0.1], [-0.8, 0.8, 1.1], [0.8, 0.5, 0.2], [-0.4, -0.5, -0.7], [0.3, 0.9, 0.7], [0.1, 0.3, -0.2], [-0.1, -0.5, -0.1], [0.2, -0.5, 0.2], [0.4, -0.5, 0.0], [0.0, 0.0, 0.0], [-0.1, 0.2, -0.1], [0.0, 0.0, -0.1], [-0.1, 0.0, 0.1], [0.1, 0.1, 0.0], [-0.1, 0.3, 0.1], [-0.2, -0.7, 0.1], [0.7, 0.6, -0.2], [0.2, 0.6, 0.0], [-0.3, -0.7, 0.1], [-0.6, 0.1, 0.1], [-0.4, -0.1, 0.3], [0.0, 0.1, 0.0], [0.2, 0.1, -0.1], [0.1, -0.1, 0.0], [0.0, -0.1, -0.1], [0.1, 0.1, 0.1], [0.2, 0.1, -0.3], [-0.9, -0.1, -0.3], [1.1, 0.4, 0.2], [0.4, 0.0, -0.2], [-0.5, 0.0, 0.1], [-0.3, -0.4, 0.5], [-0.2, -0.4, 0.0], [0.0, 0.0, 0.0], [0.1, 0.2, -0.2], [0.0, 0.0, -0.1], [-0.1, 0.1, 0.1], [0.2, -0.1, 0.0], [0.1, 0.4, 0.1], [-0.6, 0.1, -0.6], [0.6, -0.5, 0.8], [0.1, 0.0, 0.3], [-0.3, 0.0, -0.4], [0.1, 0.6, -0.4], [-0.2, 0.4, -0.2], [0.0, 0.0, 0.1], [0.0, -0.2, 0.1], [-0.1, 0.0, 0.0], [0.0, -0.1, -0.1], [0.0, 0.0, 0.2], [0.2, -0.3, 0.0]]
}

No. 3
{
  "formula": "C23H40Cl3NO6S4",
  "method": "ωB97M-V/def2-TZVPD",
  "homo_ev": -8.5,
  "lumo_energy_ev": -0.70,
  "charge": 0,
  "spin_multiplicity": 1,
  "homo_lumo_gap_ev": 7.8,
  "molar_mass_g_mol": 661.2,
  "largest_force_ev_per_a": 0.67,
  "symbols": ["C", "C", "C", "C", "C", "C", "C", "C", "C", "Cl", "C", "C", "Cl", "C", "C", "C", "O", "N", "Cl", "C", "O", "H", "H", "H", "H", "H", "H", "H", "H", "H", "H", "H", "H", "H", "H", "H", "H", "C", "S", "O", "C", "H", "H", "H", "H", "H", "H", "C", "S", "O", "C", "H", "H", "H", "H", "H", "H", "C", "S", "O", "C", "H", "H", "H", "H", "H", "H", "C", "S", "O", "C", "H", "H", "H", "H", "H", "H"],
  "coordinates": [[2.1015, 0.0805, 3.4579], [2.2110, -0.8182, 2.2300], [0.9013, -1.4945, 1.7056], [0.6551, -1.2680, 0.1857], [-0.3242, -1.1477, 2.5250], [-0.8752, 0.1282, 2.4458], [-2.0049, 0.4932, 3.1670], [-2.6607, -0.3928, 3.9846], [-2.1189, -1.6659, 4.0948], [-2.9513, -2.7188, 5.1900], [-0.9617, -2.0668, 3.4018], [-0.3963, -3.4509, 3.6056], [0.1772, -3.5956, 5.3281], [-1.3234, -4.6000, 3.1942], [-0.9712, -5.0568, 1.7749], [-2.2927, 1.9338, 2.9346], [-3.3092, 2.5489, 3.0331], [-1.0440, 2.4288, 2.4536], [-1.0001, 3.9697, 1.7585], [-0.4081, 1.3594, 1.7278], [0.2448, 1.5259, 0.7452], [1.6060, -0.4284, 4.2871], [3.0911, 0.3834, 3.7991], [1.5464, 0.9980, 3.2581], [2.9032, -1.6225, 2.4938], [2.6921, -0.2747, 1.4161], [1.0810, -2.5580, 1.7791], [-0.3580, -0.9128, -0.0001], [1.3328, -0.5185, -0.2147], [0.7879, -2.2027, -0.3576], [-3.5447, -0.1003, 4.5321], [0.5189, -3.5822, 3.0510], [-2.3705, -4.3069, 3.2079], [-1.1963, -5.4430, 3.8724], [0.0138, -5.5192, 1.7370], [-1.7217, -5.7533, 1.4047], [-0.9848, -4.1993, 1.0915], [0.8211, 7.1415, -2.6633], [1.3224, 6.3131, -1.1508], [2.8072, 6.2451, -1.1603], [0.7295, 4.6844, -1.6183], [1.1428, 8.1783, -2.5874], [1.2909, 6.6620, -3.5234], [-0.2650, 7.0994, -2.7508], [1.2122, 4.3788, -2.5443], [-0.3531, 4.7104, -1.7466], [0.9810, 3.9881, -0.8197], [1.2972, 3.2507, -7.1457], [1.1425, 3.9100, -5.4867], [1.4194, 5.3705, -5.5618], [2.6281, 3.1307, -4.8375], [0.4737, 3.6433, -7.7370], [2.2552, 3.5619, -7.5629], [1.2208, 2.1646, -7.1073], [3.4859, 3.4499, -5.4288], [2.5113, 2.0478, -4.8786], [2.7584, 3.4471, -3.8049], [1.7465, -6.9023, 5.5077], [1.5375, -7.7900, 3.9650], [0.0962, -7.6880, 3.6084], [1.7919, -9.4346, 4.6396], [1.5679, -5.8495, 5.3038], [1.0217, -7.2625, 6.2382], [2.7641, -7.0407, 5.8744], [1.0594, -9.6185, 5.4253], [2.8065, -9.5114, 5.0303], [1.6549, -10.1482, 3.8302], [-4.0041, 4.5823, -7.2591], [-2.4226, 4.0195, -6.6211], [-1.9139, 2.9905, -7.5686], [-3.0885, 3.1381, -5.2059], [-3.8115, 5.1249, -8.1819], [-4.6410, 3.7210, -7.4602], [-4.4699, 5.2470, -6.5319], [-3.7888, 2.3768, -5.5494], [-3.5817, 3.8456, -4.5395], [-2.2521, 2.6703, -4.6904]],
  "forces_ev_per_angstrom": [[-0.1, 0.1, 0.0], [0.1, -0.2, 0.1], [0.2, 0.2, -0.3], [-0.1, 0.0, 0.2], [-0.2, -0.2, 0.1], [0.0, 0.1, 0.1], [0.1, -0.2, 0.0], [0.0, 0.1, -0.1], [0.0, 0.1, 0.0], [0.0, 0.0, 0.0], [0.1, 0.3, -0.2], [-0.3, -0.2, 0.3], [0.0, 0.1, 0.0], [0.1, -0.3, -0.3], [-0.2, 0.4, 0.0], [0.2, 0.0, 0.0], [0.0, 0.1, 0.3], [-0.3, 0.0, -0.6], [0.0, 0.0, 0.0], [-0.3, 0.1, 0.3], [0.4, 0.0, 0.1], [0.0, 0.0, 0.0], [0.0, 0.0, 0.0], [0.0, 0.0, 0.0], [0.0, 0.0, -0.1], [-0.1, 0.1, 0.0], [-0.1, -0.1, 0.2], [0.0, -0.1, -0.1], [0.0, -0.1, 0.0], [0.0, 0.0, 0.0], [0.0, -0.1, 0.0], [0.1, 0.1, 0.0], [0.0, 0.1, 0.2], [0.0, 0.0, 0.0], [0.0, -0.1, 0.0], [0.1, -0.2, 0.0], [0.1, 0.0, 0.0], [0.0, 0.0, -0.1], [0.0, 0.0, 0.0], [0.0, 0.0, 0.0], [-0.1, -0.1, 0.0], [0.0, 0.0, 0.0], [0.0, 0.0, 0.0], [0.0, 0.0, 0.0], [0.0, 0.1, 0.0], [0.0, 0.0, 0.0], [0.0, 0.0, 0.0], [0.1, 0.1, -0.1], [0.0, -0.1, 0.0], [0.0, 0.0, 0.0], [0.1, 0.0, 0.0], [0.0, 0.0, 0.0], [0.0, 0.0, 0.0], [0.0, 0.0, 0.0], [0.0, 0.0, 0.0], [0.0, 0.0, 0.0], [0.0, 0.0, 0.0], [0.1, 0.0, 0.1], [0.0, 0.0, 0.0], [0.0, 0.0, 0.0], [0.0, -0.1, 0.0], [0.0, 0.0, 0.0], [0.0, 0.0, 0.0], [0.0, 0.0, 0.0], [0.0, 0.0, 0.0], [0.0, 0.0, 0.0], [0.0, 0.0, 0.0], [-0.1, 0.0, 0.0], [0.0, 0.1, 0.1], [0.0, 0.0, 0.0], [0.0, 0.0, 0.1], [0.0, 0.0, 0.0], [0.0, 0.0, 0.0], [0.0, 0.0, 0.0], [0.0, 0.0, 0.0], [0.0, 0.0, 0.0], [0.0, 0.0, 0.0]]
}

Short version: DFT total energy = -5915.51595; -1836.96100; -4379.78589 a.u., in the order given.